[1]
Below is a single HI2OP molecule, with properties calculated with ωB97M-V with the def2-TZVPD basis set.

The geometry in ORCA input format:
```
! RIJCOSX wB97M-V def2-TZVPD def2/J DEFGRID3
* xyz 0 1
O -0.13 -0.30 -0.50
P -1.69 -0.58 -0.85
I -1.81 -2.82 0.33
I -1.67 -1.48 -3.19
H 0.20 0.19 0.28
*
```

Output
Electronic energy (eV): -27554.9456
Maximum force (eV/Å): 1.00
SMILES string: OP(I)I
Energy relative to the best compared isomer or geometry (same formula, charge and spin) (kcal/mol): 0.0
E_LUMO (eV): -0.61


[2]
Below is a single HI2OP molecule, with properties calculated with ωB97M-V with the def2-TZVPD basis set.

The geometry in ORCA input format:
```
! RIJCOSX wB97M-V def2-TZVPD def2/J DEFGRID3
* xyz 0 1
O -1.91 -0.18 -0.80
P 1.28 -0.30 1.46
I 2.53 1.16 -0.22
I -0.34 -1.32 0.01
H -1.56 0.64 -0.46
*
```

Output
Electronic energy (eV): -27551.5280
Maximum force (eV/Å): 1.53
Energy relative to the best compared isomer or geometry (same formula, charge and spin) (kcal/mol): 78.8
E_LUMO (alpha / beta) (eV): -1.80 / -1.81


[3]
Below is a molecular structure, HI2PS2, with properties calculated with ωB97M-V with the def2-TZVPD basis set.

The geometry in ORCA input format:
```
! RIJCOSX wB97M-V def2-TZVPD def2/J DEFGRID3
* xyz 0 1
P -0.29 -1.06 -0.40
S -0.69 0.81 1.73
S 1.55 -0.15 -1.20
I -1.68 -0.30 -2.14
I 3.12 -0.06 0.49
H -2.01 0.77 1.52
*
```

Output
Electronic energy (eV): -47176.3153
Maximum force (eV/Å): 3.11
Energy relative to the best compared isomer or geometry (same formula, charge and spin) (kcal/mol): 40.2
E_LUMO (alpha / beta) (eV): -1.83 / -1.83


[4]
Below is a molecular structure, HI3P2, with properties calculated with ωB97M-V with the def2-TZVPD basis set.

The geometry in ORCA input format:
```
! RIJCOSX wB97M-V def2-TZVPD def2/J DEFGRID3
* xyz 0 1
P 0.38 -1.13 1.53
P -1.29 -1.96 1.11
I 1.70 -3.10 1.60
I -2.25 -4.17 2.15
I -3.22 -0.47 1.26
H -1.54 -2.31 -0.11
*
```

Output
Electronic energy (eV): -42895.4386
Maximum force (eV/Å): 4.43
Energy relative to the best compared isomer or geometry (same formula, charge and spin) (kcal/mol): 39.7
E_LUMO (eV): -1.44


[5]
Below is 2 unconnected molecules or ions with the total composition HI5Si2, with properties calculated with ωB97M-V with the def2-TZVPD basis set.

The geometry in ORCA input format:
```
! RIJCOSX wB97M-V def2-TZVPD def2/J DEFGRID3
* xyz 0 1
Si -0.66 -0.84 -0.38
Si 0.19 1.27 -0.03
I -1.17 -1.93 -2.56
I 2.07 -2.99 1.89
I -0.17 2.62 -2.02
I -1.36 2.31 1.81
I 2.47 1.13 0.81
H -1.38 -1.57 0.48
*
```

Output
Electronic energy (eV): -56276.1023
Maximum force (eV/Å): 3.37
Energy relative to the best compared isomer or geometry (same formula, charge and spin) (kcal/mol): 82.0
E_LUMO (alpha / beta) (eV): -3.23 / -3.23


[6]
Below is a single HIP2S molecule, with properties calculated with ωB97M-V with the def2-TZVPD basis set.

The geometry in ORCA input format:
```
! RIJCOSX wB97M-V def2-TZVPD def2/J DEFGRID3
* xyz 0 1
P 0.35 0.50 0.04
P -1.67 0.36 -0.23
S 1.71 1.87 0.09
I 1.29 -1.73 0.04
H -1.68 -1.00 0.06
*
```

Output
Electronic energy (eV): -37529.3652
Maximum force (eV/Å): 1.17
Energy relative to the best compared isomer or geometry (same formula, charge and spin) (kcal/mol): 19.5
E_LUMO (eV): -1.33


[7]
Below is a single HIP2S molecule, with properties calculated with ωB97M-V with the def2-TZVPD basis set.

The geometry in ORCA input format:
```
! RIJCOSX wB97M-V def2-TZVPD def2/J DEFGRID3
* xyz 0 1
P 0.09 -0.62 0.66
P 0.71 0.80 -0.88
S -0.22 -2.39 -0.08
I -2.17 0.84 0.19
H 1.59 1.37 0.11
*
```

Output
Electronic energy (eV): -37528.0198
Maximum force (eV/Å): 1.75
Energy relative to the best compared isomer or geometry (same formula, charge and spin) (kcal/mol): 50.5
E_LUMO (alpha / beta) (eV): -3.17 / -3.16


[8]
Below is 2 unconnected molecules or ions with the total composition HN2O3, with properties calculated with ωB97M-V with the def2-TZVPD basis set.

The geometry in ORCA input format:
```
! RIJCOSX wB97M-V def2-TZVPD def2/J DEFGRID3
* xyz 1 1
N 0.61 -0.90 -0.29
N -1.08 1.50 -0.09
O -1.22 2.00 0.87
O 0.01 -1.69 -0.98
O 0.24 0.16 0.19
H 1.43 -1.07 0.29
*
```

Output
Electronic energy (eV): -9124.4355
Maximum force (eV/Å): 3.10
Energy relative to the best compared isomer or geometry (same formula, charge and spin) (kcal/mol): 14.3
E_LUMO (eV): -8.04